No. 1
A 2-piece molecular cluster, C5H12NO overall in a non-equilibrium geometry. Source: the OMol25 dataset; level of theory: ωB97M-V/def2-TZVPD.

Summary:
Energy   -8907.15133 eV
Net charge   +1

Structure (XYZ):
```
19
C5H12NO (ωB97M-V/def2-TZVPD)
O 2.719 0.820 1.797
N 1.390 -0.292 -0.775
C -2.229 0.187 -0.060
C -2.291 -1.129 0.744
C 0.134 0.429 -0.625
C 2.393 0.345 -1.303
C -1.093 -0.028 -1.008
H 2.980 -0.092 -2.112
H 0.363 1.443 -0.276
H -2.881 -1.159 1.717
H 2.344 1.442 -1.155
H -3.124 0.392 -0.592
H 1.404 -1.332 -1.082
H -1.333 -1.560 1.038
H 3.226 1.620 2.005
H -2.714 -2.058 0.123
H -1.967 1.070 0.627
H -1.423 -0.820 -1.581
H 2.103 0.722 2.519
```


No. 2
A 2-piece molecular cluster, C5H12NO overall in a non-equilibrium geometry. Source: the OMol25 dataset; level of theory: ωB97M-V/def2-TZVPD.

Summary:
Multiplicity   3
Energy   -8902.78516 eV
Net charge   +1

Structure (XYZ):
```
19
C5H12NO (ωB97M-V/def2-TZVPD)
O -1.604 0.188 -0.497
N 1.184 0.381 0.400
C -2.264 -0.239 -1.661
C 1.613 1.293 1.377
C 0.407 -1.772 1.041
C 1.522 1.660 -0.121
C 0.625 -0.735 0.050
H 1.202 -2.510 1.078
H -0.426 -2.368 0.832
H -3.037 -1.030 -1.449
H -2.713 0.613 -2.246
H 2.359 1.721 -0.783
H 0.264 -1.396 2.064
H 0.807 2.458 -0.255
H 0.684 -0.908 -1.056
H -1.689 -0.716 -2.588
H 0.917 1.823 1.958
H 2.503 0.963 1.821
H -2.355 0.575 0.034
```


No. 3
A 2-piece molecular cluster, C5H12NO overall in a non-equilibrium geometry. Source: the OMol25 dataset; level of theory: ωB97M-V/def2-TZVPD.

Summary:
Multiplicity   3
Energy   -8902.89350 eV
Net charge   +1

Structure (XYZ):
```
19
C5H12NO (ωB97M-V/def2-TZVPD)
O -0.429 0.291 0.647
N 2.267 0.538 0.155
C -2.505 1.520 1.036
C -1.542 -0.743 -1.430
C 2.898 -0.769 0.113
C -1.371 -0.688 0.029
C -1.752 0.497 0.850
H 3.998 -0.783 0.224
H -1.538 0.333 -1.738
H -2.401 2.465 1.551
H -3.619 1.370 0.974
H 2.433 -1.242 1.080
H -2.539 -1.170 -1.611
H 2.507 -1.414 -0.784
H 2.380 1.237 -0.661
H 1.177 0.456 0.274
H -1.554 -1.746 0.481
H 2.494 1.139 0.931
H -0.904 -1.290 -2.121
```


No. 4
An isolated ion of composition C5H12NO and charge +2 in a non-equilibrium geometry. Source: the OMol25 dataset; level of theory: ωB97M-V/def2-TZVPD.

Summary:
Multiplicity   2
Energy   -8894.50284 eV
Net charge   +2

Structure (XYZ):
```
19
C5H12NO (ωB97M-V/def2-TZVPD)
O -0.575 1.852 -1.721
N -1.685 1.083 0.577
C -0.524 0.198 -0.043
C 0.185 -0.469 1.214
C 0.233 0.746 -1.261
C 0.848 -1.659 0.838
C 1.928 -1.682 0.069
H 1.017 0.262 1.643
H 0.625 -2.644 1.306
H 2.273 -0.945 -0.420
H -0.786 2.001 -2.703
H -1.087 -0.690 -0.407
H -0.684 -0.614 2.047
H -1.310 2.014 0.982
H 1.124 1.298 -0.940
H 2.441 -2.651 -0.085
H -2.233 1.381 -0.343
H -2.215 0.570 1.271
H 0.425 -0.052 -2.025
```


No. 5
A 2-piece molecular cluster, C5H12NO overall in a non-equilibrium geometry. Source: the OMol25 dataset; level of theory: ωB97M-V/def2-TZVPD.

Summary:
Multiplicity   2
Energy   -8894.12539 eV
Net charge   +2

Structure (XYZ):
```
19
C5H12NO (ωB97M-V/def2-TZVPD)
O 1.514 -0.271 3.055
N 1.591 1.149 -0.516
C 2.029 2.243 0.061
C -0.317 -0.250 -0.755
C -2.268 -1.568 -1.591
C -1.659 -0.718 -0.451
C 0.615 0.312 0.115
H 1.394 2.796 0.758
H 2.040 -1.014 3.375
H -2.176 -0.968 -2.500
H -1.650 -2.430 -1.849
H 0.702 0.671 1.131
H -0.010 -0.458 -1.784
H -1.607 -1.374 0.443
H 1.566 1.040 -1.542
H -2.333 0.123 -0.213
H -3.310 -1.764 -1.363
H 3.061 2.593 -0.079
H 0.818 -0.111 3.707
```


No. 6
An isolated ion of composition C5H12NO2 and charge -1 in a non-equilibrium geometry. Source: the OMol25 dataset; level of theory: ωB97M-V/def2-TZVPD.

Summary:
Structure (SMILES)   CN[C@H](C[O-])[C@H](C)O
Energy   -10964.43518 eV
Net charge   -1

Structure (XYZ):
```
20
C5H12NO2 (ωB97M-V/def2-TZVPD)
O -0.539 0.581 -1.800
O 2.126 -0.114 1.426
N -0.036 1.144 0.693
C -0.093 -0.269 0.417
C -1.150 1.652 1.461
C -0.500 -1.782 -1.648
C -0.821 -0.493 -0.924
C 1.401 -0.814 0.517
H -1.275 1.169 2.447
H 0.883 1.192 1.209
H -0.914 -1.719 -2.667
H -0.926 -2.663 -1.171
H 1.858 -0.806 -0.496
H 0.574 -1.977 -1.678
H 1.312 -1.884 0.782
H -2.086 1.525 0.916
H -1.903 -0.504 -0.704
H -0.187 1.264 -1.181
H -0.637 -0.837 1.191
H -1.022 2.728 1.635
```


No. 7
A 2-piece molecular cluster, C5H12NO2 overall in a non-equilibrium geometry. Source: the OMol25 dataset; level of theory: ωB97M-V/def2-TZVPD.

Summary:
Energy   -10956.42592 eV
Net charge   +1

Structure (XYZ):
```
20
C5H12NO2 (ωB97M-V/def2-TZVPD)
O -2.366 2.204 1.889
O 1.149 -0.301 1.552
N -0.566 1.018 0.078
C -0.149 -1.297 -0.919
C 0.842 -2.117 -0.084
C 0.060 0.241 -1.070
C 0.872 0.823 -1.908
C 1.646 -1.189 0.882
H 2.683 -1.094 0.957
H -1.196 -1.490 -0.530
H 1.638 -2.728 -0.602
H 0.849 1.877 -2.224
H -0.338 1.969 -0.082
H -0.045 0.781 0.896
H -2.519 1.512 2.592
H -2.750 2.948 2.191
H -1.566 0.888 0.235
H 1.572 0.396 -2.614
H -0.124 -1.722 -1.933
H 0.307 -2.719 0.692
```


No. 8
A 3-piece molecular cluster, C5H12NO2 overall in a non-equilibrium geometry. Source: the OMol25 dataset; level of theory: ωB97M-V/def2-TZVPD.

Summary:
Energy   -10946.51121 eV
Net charge   +1

Structure (XYZ):
```
20
C5H12NO2 (ωB97M-V/def2-TZVPD)
O 2.779 1.230 0.668
O -2.884 -1.258 0.061
N -0.531 -1.774 0.238
C -0.559 1.233 -1.346
C 0.432 1.869 -1.795
C 1.227 -0.766 1.424
C 0.337 -0.682 0.253
C -0.584 0.565 0.017
H 2.290 1.880 0.161
H 0.898 -0.666 -0.703
H -1.595 -1.562 0.113
H -0.266 -2.715 0.488
H 0.706 -0.645 2.370
H 2.208 0.595 1.118
H -1.343 0.922 -2.057
H 0.912 2.804 -1.520
H -3.797 -1.550 0.108
H -1.637 0.251 0.177
H -0.369 1.332 0.758
H 1.954 -1.557 1.540
```


No. 9
An isolated ion of composition C5H12NO2 and charge +1 in a non-equilibrium geometry. Source: the OMol25 dataset; level of theory: ωB97M-V/def2-TZVPD.

Summary:
Structure (SMILES)   [NH3+][C@@H](C=O)CCCO
Energy   -10957.24561 eV
Net charge   +1

Structure (XYZ):
```
20
C5H12NO2 (ωB97M-V/def2-TZVPD)
O -1.254 -2.004 0.005
O -2.111 1.759 -1.088
N 0.231 2.402 -0.111
C 1.060 -1.304 0.310
C -0.208 -1.757 0.967
C -1.451 0.776 -0.858
C 1.009 0.040 -0.495
C -0.147 0.965 -0.105
H -0.056 -2.693 1.519
H -0.560 3.048 -0.049
H 1.832 -1.194 1.059
H -1.399 -2.957 -0.060
H -0.646 -1.146 1.767
H -0.387 0.769 0.915
H -1.780 -0.239 -1.094
H 0.882 2.617 0.647
H 0.746 2.699 -0.950
H 1.340 -2.066 -0.413
H 0.913 -0.236 -1.549
H 1.986 0.521 -0.417
```


No. 10
A 2-piece molecular cluster, C5H12NO2S overall in a non-equilibrium geometry. Source: the OMol25 dataset; level of theory: ωB97M-V/def2-TZVPD.

Summary:
Energy   -21795.13460 eV
Net charge   -1

Structure (XYZ):
```
21
C5H12NO2S (ωB97M-V/def2-TZVPD)
S -2.178 0.130 -0.093
O -2.202 -1.227 -0.600
O -2.373 1.143 -1.156
N -3.620 0.161 0.850
C -0.986 0.528 1.152
C 1.271 0.009 -0.107
C 1.000 -1.408 -0.691
C 1.239 1.198 -1.101
C 2.345 0.100 0.909
H 0.000 -1.564 -0.923
H 1.498 -2.109 -0.054
H 1.504 2.042 -0.602
H -1.110 -0.435 1.811
H -3.595 -0.776 1.190
H 0.377 1.411 -1.559
H 3.418 0.118 0.607
H 1.679 -1.186 -1.502
H -4.540 0.478 0.691
H 2.176 1.043 1.355
H 1.940 0.982 -1.873
H 2.157 -0.639 1.696
```


No. 11
An isolated ion of composition C5H12NO4 and charge +1 in a non-equilibrium geometry. Source: the OMol25 dataset; level of theory: ωB97M-V/def2-TZVPD.

Summary:
Structure (SMILES)   CC[C@H](O)/[N+](O)=C(/O)OC
Energy   -15049.05437 eV
Net charge   +1

Structure (XYZ):
```
22
C5H12NO4 (ωB97M-V/def2-TZVPD)
O -1.668 1.761 0.541
O 1.443 -0.827 0.086
O 0.626 2.470 -0.036
O 2.601 1.197 -0.490
N 0.437 1.144 0.109
C -1.444 -0.336 -0.603
C -2.735 -1.053 -0.122
C -0.940 0.624 0.517
C 1.549 0.439 -0.057
C 2.555 -1.698 0.177
H 2.084 -2.536 0.549
H -2.486 -1.796 0.614
H -3.343 -0.456 0.627
H -1.687 2.080 -0.394
H -0.854 0.332 1.605
H 2.953 -1.655 -0.922
H 3.173 -1.287 0.911
H -3.426 -1.274 -1.022
H 0.141 3.106 0.598
H 3.313 0.596 -0.377
H -1.714 0.315 -1.407
H -0.579 -1.145 -0.903
```


No. 12
An isolated ion of composition C5H12NOS and charge -1 in a non-equilibrium geometry. Source: the OMol25 dataset; level of theory: ωB97M-V/def2-TZVPD.

Summary:
Structure (SMILES)   [O-]CCNCCCS
Energy   -19750.05335 eV
Net charge   -1

Structure (XYZ):
```
20
C5H12NOS (ωB97M-V/def2-TZVPD)
S -0.719 -0.982 3.365
O -0.510 2.854 -3.517
N 0.002 0.464 -0.587
C -0.553 -0.683 0.090
C 0.165 2.153 -2.612
C 0.526 -1.429 0.904
C -0.721 0.975 -1.758
C 0.819 -0.893 2.369
H 1.529 -1.472 2.883
H -1.651 1.420 -1.442
H 0.640 2.743 -1.778
H 0.948 1.538 -2.996
H -0.628 -2.084 3.984
H 1.230 0.136 2.175
H 0.128 1.134 0.211
H 1.638 -1.559 0.365
H -1.474 -0.654 0.831
H -0.836 0.183 -2.583
H -0.820 -1.395 -0.717
H 0.288 -2.449 0.814
```


No. 13
An isolated ion of composition C5H12NOS and charge -1 in a non-equilibrium geometry. Source: the OMol25 dataset; level of theory: ωB97M-V/def2-TZVPD.

Summary:
Structure (SMILES)   OCCCNCC[S-]
Energy   -19752.57161 eV
Net charge   -1

Structure (XYZ):
```
20
C5H12NOS (ωB97M-V/def2-TZVPD)
S -3.470 -0.797 2.607
O 2.662 0.176 -2.242
N 0.185 0.059 0.901
C -1.204 0.221 1.357
C 0.209 -0.516 -0.431
C -1.690 -0.938 2.236
C 0.343 0.553 -1.566
C 1.737 1.122 -1.728
H -1.898 0.422 0.541
H -1.065 -1.004 3.133
H 0.724 -0.570 1.489
H -1.377 1.150 1.925
H -1.588 -1.878 1.685
H -0.308 1.380 -1.239
H -0.621 -1.148 -0.765
H 2.133 1.496 -0.776
H 2.647 -0.630 -1.715
H 1.650 1.943 -2.448
H -0.148 0.156 -2.452
H 1.076 -1.197 -0.512
```